<P>
ORCA calculation (ωB97M-V/def2-TZVPD) on a molecular structure, C5H10NO.

The geometry in XYZ format:
```
17
Properties=species:S:1:pos:R:3:lowdin_charge:R:1
C 0.144 -0.935 0.801 0.07
C 1.009 -0.078 0.217 -0.20
C -0.089 0.850 -0.084 -0.28
C 2.443 -0.062 -0.093 0.00
C -2.167 -0.641 -0.160 0.00
N -1.046 -0.075 0.601 -0.06
O -0.305 2.146 0.035 0.15
H 0.142 -1.915 1.230 0.14
H -0.255 0.168 -2.159 0.21
H 2.587 0.010 -1.172 0.10
H 2.918 -0.971 0.269 0.10
H 2.932 0.799 0.365 0.10
H -1.785 -1.040 -1.096 0.08
H -2.638 -1.435 0.417 0.11
H -2.904 0.132 -0.373 0.12
H -1.408 0.340 1.468 0.21
H 0.422 2.706 -0.266 0.16
```

Output
* charge: +1
* LUMO (alpha / beta): -0.173 / -0.167 Eh
* gap between HOMO and LUMO (alpha / beta): 0.3385 / 0.3068 Ha
* HOMO level (alpha / beta): -13.93 / -12.89 eV

<Q>
ORCA calculation (ωB97M-V/def2-TZVPD) on 2 unconnected molecules or ions with the total composition C5H10NO.

The geometry in XYZ format:
```
17
Properties=species:S:1:pos:R:3:lowdin_charge:R:1
O 1.961 -1.451 -0.381 0.08
C 1.758 -1.036 0.730 -0.25
C 1.429 0.416 0.996 -0.12
C -0.096 0.640 0.977 -0.10
C -0.610 0.398 -0.422 -0.28
C -1.421 -0.704 -0.766 0.07
N -0.326 1.378 -1.278 0.23
H 1.719 -1.759 1.561 0.14
H 1.986 1.075 0.327 0.13
H 1.766 0.740 1.988 0.13
H -0.625 -0.045 1.639 0.13
H -0.353 1.620 1.379 0.14
H -2.504 -0.803 -0.732 0.06
H -1.044 -1.701 -0.566 0.02
H -2.103 -2.339 -2.211 0.30
H -0.709 2.309 -1.076 0.17
H -0.828 1.264 -2.165 0.14
```

Output
* charge: +1
* LUMO: -0.262 Eh
* gap between HOMO and LUMO: 0.2470 Ha
* HOMO level: -13.84 eV

Which of them is most stable? Easy: <P>.